The following is a quantum chemistry calculation of C35H32FIrN10OSi as an isolated structure in a non-equilibrium geometry, from the Open Molecules 2025 dataset.

Net charge = +2
Energy = -2469.096321 hartree
Gap between HOMO and LUMO = 5.87 eV
HOMO = -11.95 eV
Spin multiplicity = 1

The geometry in XYZ format:
```
81
Properties=species:S:1:pos:R:3:forces:R:3
Ir 1.0907 -0.7863 -0.3895 2.13 0.18 -1.62
N 2.5453 2.7869 1.1344 0.11 -0.03 0.11
C 1.5396 2.2027 0.4892 -0.03 -0.05 -0.16
N 1.8244 0.9137 0.3985 -0.49 -0.08 0.39
C 3.0186 0.7762 1.0415 0.24 0.04 0.14
N 3.4952 1.8999 1.4969 -0.18 0.17 -0.06
C 3.5402 -0.5709 1.2051 0.14 0.11 -0.03
C 4.6323 -0.9296 1.9756 0.06 -0.11 -0.04
N 4.9728 -2.2050 2.1238 -0.07 0.00 -0.03
C 4.2266 -3.1167 1.5096 0.12 0.08 0.04
C 3.1325 -2.7745 0.7233 0.11 0.05 -0.13
N 2.8052 -1.4933 0.5692 -0.55 -0.23 0.42
H 2.6464 3.7613 1.3813 0.02 0.00 -0.02
H 0.6666 2.7050 0.1059 0.01 -0.01 0.02
H 5.2232 -0.1757 2.4816 0.00 -0.02 0.01
H 4.5003 -4.1551 1.6462 -0.01 0.00 -0.02
H 2.5368 -3.5164 0.2097 -0.06 -0.01 0.07
C -0.3995 0.4804 -13.9132 0.00 0.00 0.03
O -1.3981 0.4107 -12.8994 0.04 -0.02 0.05
C -1.0036 0.3390 -11.6193 0.02 0.00 -0.14
C 0.3275 0.3347 -11.2050 0.07 -0.01 0.07
C 0.6178 0.2707 -9.8514 0.07 0.00 -0.10
C -0.3929 0.2083 -8.9003 0.02 -0.01 0.12
C -1.7240 0.1980 -9.3319 -0.08 0.00 0.00
C -2.0261 0.2627 -10.6694 -0.08 0.00 0.07
C -0.1194 0.1578 -7.4700 0.06 -0.01 -0.11
N -1.0352 0.1775 -6.5204 0.00 0.02 0.07
C -0.3446 0.1018 -5.3531 -0.16 -0.03 0.05
C 1.0158 0.0367 -5.5723 0.20 -0.03 -0.07
N 1.1464 0.0778 -6.9395 -0.02 0.01 0.08
C 1.9673 -0.0514 -4.5175 -0.02 0.04 -0.13
C 3.3682 -0.0331 -4.6417 0.02 -0.01 0.02
C 4.1490 -0.0842 -3.5142 -0.04 0.03 0.00
C 3.5429 -0.2008 -2.2594 0.01 -0.04 -0.12
N 2.2282 -0.2464 -2.1200 -0.31 0.10 0.05
C 1.4399 -0.1374 -3.2181 -0.01 0.07 0.08
C 0.0264 -0.0705 -2.9771 0.02 0.10 0.11
N -0.3883 -0.1225 -1.6799 -0.53 -0.12 0.60
C -1.6844 -0.0310 -1.4088 0.00 -0.01 -0.17
C -2.6447 0.1297 -2.4121 0.03 0.04 0.00
C -2.2459 0.1823 -3.7228 0.00 -0.03 -0.05
C -0.8777 0.0765 -4.0259 -0.13 0.03 -0.11
H -0.9360 0.5328 -14.8539 -0.01 0.00 -0.01
H 0.2308 -0.4106 -13.9015 -0.01 -0.01 0.00
H 0.2166 1.3732 -13.7934 -0.01 0.01 0.00
H 1.1336 0.3822 -11.9210 0.00 0.01 0.01
H 1.6634 0.2757 -9.5630 -0.02 0.02 0.00
H -2.5141 0.1332 -8.5964 0.00 0.03 -0.02
H -3.0505 0.2569 -11.0163 0.01 0.00 0.01
H 1.9968 0.0192 -7.4720 -0.01 0.01 -0.02
H 3.8306 0.0360 -5.6181 0.00 0.01 0.02
H 5.2268 -0.0376 -3.5773 -0.01 -0.03 0.00
H 4.1498 -0.2631 -1.3677 -0.02 -0.04 0.05
H -1.9702 -0.0983 -0.3721 0.04 -0.07 0.05
H -3.6875 0.1960 -2.1366 0.01 0.02 0.01
H -2.9532 0.2985 -4.5339 0.00 -0.01 0.01
C -1.0662 -2.0650 3.9485 -0.11 -0.15 0.08
Si -0.4073 -0.9747 2.6010 0.09 -0.25 -0.40
C 1.0252 -0.0537 3.3694 0.09 0.07 0.00
C -1.7426 0.2301 2.1188 -0.05 0.17 0.07
N 0.1271 -1.7896 1.1136 -0.62 0.09 0.61
C -0.1500 -3.1068 0.7372 0.10 0.57 0.40
C -0.5677 -4.1466 1.5865 -0.06 -0.20 -0.02
C -0.8517 -5.4100 1.0921 0.00 0.08 0.00
C -0.7247 -5.7177 -0.2601 0.00 -0.04 0.10
C -0.2556 -4.7410 -1.1200 0.09 0.05 -0.21
C 0.0233 -3.5194 -0.5675 -0.08 -0.12 0.02
F 0.6037 -2.5101 -1.4066 -0.08 -0.57 -0.32
H -1.4055 -1.3984 4.7468 0.03 0.00 0.00
H -0.3016 -2.7184 4.3753 -0.03 0.02 0.01
H -1.9225 -2.6728 3.6564 -0.02 0.04 0.02
H 0.7601 0.1827 4.4027 0.01 0.00 -0.01
H 1.2529 0.8936 2.8810 0.01 0.03 0.08
H 1.9306 -0.6652 3.4047 -0.02 0.02 0.05
H -2.0642 0.8399 2.9672 0.01 -0.05 -0.01
H -2.6191 -0.3113 1.7521 -0.01 0.06 0.00
H -1.4010 0.9177 1.3418 -0.02 0.07 -0.02
H -0.6575 -3.9580 2.6426 -0.02 -0.06 -0.05
H -1.1779 -6.1754 1.7836 0.00 0.00 0.00
H -0.9609 -6.7033 -0.6335 -0.01 0.01 0.00
H -0.1127 -4.9163 -2.1787 0.04 0.00 0.03
```
Forces are in eV/Å.

Mulliken population analysis, charges in e, atoms 1 to 2: atom 1 (Ir): 0.645, atom 2 (N): 0.121